No. 1
60
Properties=species:S:1:pos:R:3 method="wB97M-V/def2-TZVPD" e_above_lowest_kcal_mol=43.0 multiplicity=6 s2=8.785 lumo_ha="-0.103 / -0.216" orbital_gap_ev="6.26 / 5.41" energy_ha=-2411.5962 charge=+1
C 4.172 0.147 0.879
C 3.163 0.618 0.090
C 2.342 -0.387 -0.562
C 2.208 -1.640 0.160
C 3.230 -2.048 1.034
C 4.251 -1.199 1.302
C 1.119 -2.449 -0.194
C 0.426 -2.266 -1.388
C 0.639 -1.004 -2.066
C -0.364 -0.667 -3.067
C -1.001 -1.707 -3.679
C -0.922 -3.043 -3.205
C -0.322 -3.299 -2.013
H 4.859 0.816 1.373
H 3.177 -3.069 1.370
H 5.055 -1.565 1.923
H 0.596 -2.965 0.596
H -1.719 -1.521 -4.456
H -1.417 -3.856 -3.722
H -0.231 -4.278 -1.562
N 1.810 -0.302 -1.837
Ru -0.933 0.794 0.632
C 2.680 2.019 -0.001
H 2.560 2.345 -1.051
H 3.372 2.709 0.508
C -0.716 0.776 -3.158
H 0.160 1.389 -3.423
H -1.529 0.968 -3.866
P 0.923 2.225 0.835
P -1.354 1.490 -1.476
C -3.153 1.213 -1.548
H -3.600 1.768 -0.706
H -3.490 1.610 -2.515
H -3.342 0.135 -1.448
C -1.228 3.268 -1.922
H -1.965 3.461 -2.715
H -1.482 3.885 -1.050
H -0.216 3.514 -2.279
C 1.335 2.179 2.613
H 2.183 2.853 2.811
H 0.427 2.539 3.122
H 1.571 1.142 2.894
C 0.639 4.024 0.579
H -0.333 4.249 1.045
H 1.418 4.592 1.107
H 0.633 4.302 -0.486
C -2.199 1.681 1.581
O -2.774 2.496 2.238
H -0.179 -0.523 0.554
F -2.995 -1.563 -0.080
C -2.455 -1.900 1.111
C -1.480 -1.102 1.673
C -0.923 -1.416 2.910
F 0.001 -0.590 3.463
C -1.242 -2.594 3.538
F -0.554 -3.061 4.602
C -2.192 -3.396 2.900
F -2.272 -4.670 3.313
C -2.812 -3.100 1.690
F -3.554 -4.028 1.033

---

No. 2
18
Properties=species:S:1:pos:R:3 method="wB97M-V/def2-TZVPD" e_above_lowest_kcal_mol=321.8 multiplicity=1 lumo_ha=-0.020 orbital_gap_ev=7.13 energy_ha=-343.6240
C 2.098 -1.163 0.125
C -1.164 -0.328 -0.195
C -2.514 -0.816 0.028
C -0.557 1.028 0.438
C 0.187 1.763 -0.606
C 0.895 0.818 0.203
H 1.767 -2.401 0.125
H 3.128 -0.829 -0.708
H 2.672 -0.766 1.437
H -2.132 -1.840 1.415
H -3.353 0.568 0.345
H -2.902 -1.380 -1.357
H -1.290 1.305 1.355
H 0.481 2.865 -0.392
H -0.039 1.457 -1.584
H 1.923 0.976 0.591
N 0.954 -0.374 -0.463
N -0.154 -0.884 -0.756

---

No. 3
119
Properties=species:S:1:pos:R:3 method="wB97M-V/def2-TZVPD" e_above_lowest_kcal_mol=1.3 multiplicity=1 lumo_ha=0.125 orbital_gap_ev=4.84 energy_ha=-5767.7412 charge=-2
Ba -0.887 -0.211 -0.659
C -3.925 1.537 -5.745
C -2.955 0.784 -6.401
C -2.279 -0.237 -5.751
C -2.597 -0.486 -4.429
C -2.042 -1.387 -3.422
N -2.613 -1.130 -2.229
C -3.571 -0.199 -2.385
N -4.455 0.165 -1.481
C -4.299 -0.089 -0.195
C -5.405 -0.076 0.760
C -6.770 0.106 0.641
C -7.544 0.003 1.784
C -6.966 -0.281 3.019
C -5.601 -0.476 3.147
C -4.823 -0.369 2.009
C -3.403 -0.570 1.746
N -2.583 -0.986 2.691
C -1.427 -1.566 2.433
N -0.927 -1.904 1.230
C 0.074 -2.788 1.399
N 0.686 -3.512 0.480
C 0.406 -3.459 -0.808
N -0.454 -2.644 -1.446
C -0.477 -2.948 -2.755
N -1.155 -2.320 -3.702
C 0.451 -4.047 -3.021
C 0.843 -4.729 -4.161
C 1.822 -5.702 -4.039
C 2.391 -6.004 -2.803
C 1.991 -5.348 -1.652
C 1.022 -4.366 -1.770
C 0.346 -2.949 2.821
C 1.286 -3.677 3.528
C 1.260 -3.590 4.909
C 0.314 -2.804 5.566
C -0.643 -2.090 4.866
C -0.616 -2.162 3.485
N -3.147 -0.362 0.441
C -3.578 0.274 -3.767
C -4.249 1.292 -4.419
H -4.427 2.335 -6.276
H -2.711 1.017 -7.431
H -1.510 -0.815 -6.242
H -7.210 0.310 -0.324
H -8.616 0.149 1.728
H -7.603 -0.348 3.891
H -5.145 -0.712 4.098
H 0.396 -4.498 -5.116
H 2.163 -6.235 -4.919
H 3.161 -6.764 -2.744
H 2.416 -5.585 -0.686
H 2.019 -4.277 3.009
H 1.995 -4.125 5.495
H 0.325 -2.761 6.647
H -1.385 -1.482 5.361
H -4.982 1.888 -3.894
C 1.269 4.758 -0.461
C 0.687 3.708 0.460
O 1.231 2.647 0.676
N -0.465 4.074 1.086
C -1.234 3.062 1.803
C -0.473 2.541 2.988
C -0.324 3.320 4.134
C 0.379 2.808 5.207
C 0.939 1.548 5.087
C 0.725 0.848 3.910
N 0.022 1.318 2.900
H 1.004 4.475 -1.479
H 2.353 4.751 -0.383
H 0.881 5.750 -0.248
H -1.008 4.817 0.675
H -1.456 2.222 1.141
H -2.170 3.520 2.124
H -0.754 4.308 4.170
H 0.485 3.379 6.120
H 1.522 1.113 5.882
H 1.133 -0.143 3.783
O 0.290 0.196 -2.708
N 1.412 -0.190 -2.355
O 1.541 -0.514 -1.150
Cl -4.271 2.839 0.604
C -3.634 3.288 -0.957
C -2.346 2.882 -1.301
C -1.945 3.360 -2.551
Cl -0.343 3.005 -3.107
C -2.739 4.118 -3.403
Cl -2.161 4.657 -4.942
C -4.029 4.446 -3.012
Cl -5.058 5.345 -4.061
C -4.482 4.035 -1.767
Cl -6.085 4.457 -1.262
C 2.970 -1.083 1.173
P 3.538 0.217 -0.016
C 4.695 -0.777 -1.037
C 5.882 -0.214 -1.503
C 6.707 -0.906 -2.369
C 6.343 -2.164 -2.818
C 5.138 -2.712 -2.413
C 4.324 -2.026 -1.531
C 4.684 0.972 1.251
C 5.965 0.592 1.632
C 6.592 1.213 2.701
C 5.946 2.210 3.413
C 4.669 2.600 3.042
C 4.055 1.990 1.965
H 2.518 -1.902 0.623
H 2.200 -0.631 1.792
H 3.793 -1.439 1.794
H 6.156 0.782 -1.183
H 7.639 -0.465 -2.702
H 6.985 -2.704 -3.500
H 4.829 -3.679 -2.789
H 3.378 -2.457 -1.247
H 6.480 -0.198 1.102
H 7.590 0.909 2.997
H 6.431 2.681 4.258
H 4.151 3.374 3.595
H 3.061 2.280 1.655